Record 1
# C7H14O4

3 unconnected molecules or ions with the total composition C7H14O4 (ωB97M-V/def2-TZVPD, the Open Molecules 2025 dataset).

The largest force on an atom is 6.5 eV/A. As for the energy relative to the best compared isomer or geometry (same formula, charge and spin): 157.6 kcal/mol. The calculation puts the frontier orbital gap (alpha / beta) at 0.1682 / 0.2074 Ha. The expectation value of S² is 0.756. The spin multiplicity is 2. Its total charge is -1. The calculation puts the total energy at -15655.319 eV.

CARTESIAN COORDINATES (ANGSTROEM)
1 O 1.668 -1.701 -0.212
2 C 1.736 -0.499 -0.647
3 C 2.158 0.548 0.395
4 O 0.970 1.147 0.904
5 C 0.485 0.388 1.993
6 C -0.959 0.819 2.167
7 O -1.820 0.439 1.114
8 C -1.842 1.452 0.120
9 H 3.164 -0.169 0.285
10 H 2.871 1.350 0.142
11 H 1.755 0.386 2.333
12 H 0.618 -0.703 2.094
13 H -0.901 -0.227 2.812
14 H -1.099 1.735 2.758
15 H -2.336 2.161 1.057
16 H -2.011 2.417 -0.393
17 H -1.013 1.383 -0.606
18 H 0.867 0.496 -1.417
19 C -0.971 -2.210 -1.991
20 O 0.236 -1.821 -2.617
21 C 0.618 -0.515 -2.424
22 H -0.923 -2.000 -0.911
23 H -1.826 -1.654 -2.411
24 H -1.112 -3.285 -2.165
25 H -0.330 0.059 -2.377


Record 2
# C7H14O4

A single C7H14O4 molecule (ωB97M-V/def2-TZVPD, the Open Molecules 2025 dataset).

The largest force on an atom is 2.3 eV/A. As for the energy relative to the best compared isomer or geometry (same formula, charge and spin): 4.8 kcal/mol. The calculation puts the frontier orbital gap at 0.3904 Ha. As for the structure (SMILES): CO[C@H]1C[C@@H](O)O[C@@H]1[C@@H](C)O. The calculation puts the total energy at -15675.099 eV.

CARTESIAN COORDINATES (ANGSTROEM)
1 O -1.506 -2.314 -0.317
2 O -0.701 -0.485 -1.499
3 O -0.972 -0.413 1.747
4 O -0.783 2.369 -2.000
5 C -0.435 -0.610 3.041
6 C 0.639 -1.373 0.137
7 C 1.468 1.598 -1.595
8 C -0.370 -1.721 -0.912
9 C -0.651 0.512 -0.474
10 C 0.020 -0.101 0.746
11 C 0.046 1.812 -0.987
12 H -1.942 -1.681 0.275
13 H -1.033 1.647 -2.615
14 H -0.809 -1.572 3.484
15 H -0.741 0.197 3.667
16 H 0.674 -0.635 3.006
17 H 0.745 -2.153 0.885
18 H 1.618 -1.187 -0.337
19 H 1.468 0.835 -2.422
20 H 2.178 1.330 -0.860
21 H 1.813 2.522 -2.074
22 H 0.069 -2.438 -1.643
23 H -1.661 0.747 -0.215
24 H 0.742 0.583 1.157
25 H 0.124 2.531 -0.194


Record 3
# C7H14OPSTi

A molecular structure, C7H14OPSTi (ωB97M-V/def2-TZVPD, the Open Molecules 2025 dataset).

The largest force on an atom is 4.4 eV/A. As for the energy relative to the best compared isomer or geometry (same formula, charge and spin): 88.0 kcal/mol. The calculation puts the frontier orbital gap (alpha / beta) at 0.1375 / 0.1427 Ha. The expectation value of S² is 0.960. The spin multiplicity is 2. The calculation puts the total energy at -52763.779 eV.

CARTESIAN COORDINATES (ANGSTROEM)
1 C 0.772 0.602 -2.895
2 C 0.549 -0.216 -4.032
3 C -0.813 -0.648 -4.060
4 C -1.478 -0.072 -2.946
5 C -0.509 0.640 -2.178
6 Ti 0.617 0.216 1.585
7 P 1.503 2.485 1.336
8 H 1.731 1.039 -2.547
9 H 1.330 -0.438 -4.745
10 H -1.323 -1.216 -4.830
11 H -0.646 1.064 -1.191
12 H -2.503 -0.228 -2.592
13 H 0.716 3.566 0.779
14 H 2.630 2.633 0.436
15 H 2.002 3.035 2.582
16 C -1.247 -2.334 1.860
17 S -1.469 -0.643 2.444
18 C 0.506 -0.435 3.496
19 O -1.135 0.274 1.033
20 H -1.765 -2.949 2.604
21 H -0.202 -2.653 1.763
22 H -1.772 -2.369 0.904
23 H 0.618 -1.516 3.702
24 H 1.633 -0.110 3.188
25 H 0.255 0.274 4.303


Record 4
# C7H15AlF5GaNOP

A molecular structure, C7H15AlF5GaNOP (ωB97M-V/def2-TZVPD, the Open Molecules 2025 dataset).

The largest force on an atom is 5.7 eV/A. The calculation puts the frontier orbital gap at 0.1551 Ha. Its total charge is +2. The calculation puts the total energy at -92863.686 eV.

CARTESIAN COORDINATES (ANGSTROEM)
1 C 2.699 1.157 1.535
2 P 2.862 -0.049 0.027
3 O 2.591 1.022 -1.365
4 Ga 1.280 -1.768 0.106
5 C 1.379 -2.722 -1.773
6 N 1.993 -1.691 -2.714
7 C -0.681 -1.153 0.316
8 C -0.936 0.005 1.446
9 C -2.454 0.619 1.213
10 C -2.504 1.963 0.275
11 F -3.873 2.553 0.459
12 F -1.523 3.002 0.664
13 C -2.359 1.660 -1.349
14 F -0.901 1.667 -1.639
15 F -3.031 2.773 -2.102
16 F -3.059 0.412 -1.771
17 H 3.673 1.845 1.475
18 H 2.726 0.518 2.516
19 H 1.790 1.892 1.449
20 H 2.916 1.953 -1.099
21 H 1.648 -2.883 1.235
22 H 0.324 -3.112 -2.117
23 H 2.078 -3.649 -1.609
24 H 2.646 -2.153 -3.401
25 H 1.264 -1.124 -3.204
26 H -1.101 -0.877 -0.741
27 H -1.298 -2.111 0.671
28 H -0.964 -0.513 2.518
29 H -0.117 0.839 1.491
30 H -2.859 0.930 2.276
31 H -3.136 -0.220 0.762
32 Al -1.073 -0.782 4.449